ORCA calculation (wB97M-V/def2-TZVPD) on 4 unconnected molecules or ions with the total composition C36H64I2O6.

Results
spin multiplicity	1
HOMO-LUMO gap	8.004	eV
E_tot	-66855.7193	eV

Geometry as XYZ:
```
108
Properties=species:S:1:pos:R:3:mulliken_charge:R:1
C 2.825 -6.110 0.679 -1.37
C 3.607 -4.958 0.063 -0.21
C 3.377 -3.622 0.764 -0.94
C 4.164 -2.462 0.126 1.38
C 5.290 -1.926 1.018 -0.57
C 5.735 -0.496 0.695 -0.95
C 6.041 -0.192 -0.788 -0.51
C 5.542 1.179 -1.296 -0.91
C 4.472 1.106 -2.388 -1.15
C 3.108 0.515 -2.000 -0.57
C 2.518 0.995 -0.672 -0.29
C 1.374 0.091 -0.167 -0.78
C 0.012 0.786 -0.113 -0.68
C -0.083 1.913 0.916 -0.53
C 0.357 1.541 2.339 -1.12
C -0.173 0.221 2.916 -0.51
C -1.485 0.335 3.692 -1.49
C -2.714 0.663 2.835 0.60
C -3.332 -0.589 2.216 -1.14
C -4.795 -0.477 1.764 -0.20
C -5.174 0.364 0.589 0.88
C -6.114 0.250 -0.378 0.07
C -6.955 -0.949 -0.791 -0.39
I -8.556 -0.520 -2.136 0.22
C -7.316 -1.913 0.382 -0.53
C -6.372 -3.121 0.334 -1.66
I -9.293 -2.747 0.300 0.10
C -6.302 1.646 -0.941 0.00
O -7.129 2.112 -1.646 -0.51
O -5.358 2.473 -0.351 -0.28
C -4.442 1.621 0.220 -0.12
O -3.276 1.806 0.158 -0.33
H 3.097 -7.060 0.214 0.39
H 3.030 -6.201 1.748 0.33
H 1.749 -5.988 0.532 0.33
H 3.358 -4.860 -0.999 0.35
H 4.679 -5.183 0.103 0.17
H 2.306 -3.394 0.761 0.32
H 3.684 -3.732 1.810 0.42
H 3.487 -1.649 -0.144 -1.41
H 4.611 -2.845 -0.797 0.43
H 4.927 -1.931 2.052 0.46
H 6.142 -2.607 0.962 -0.04
H 6.647 -0.305 1.269 0.45
H 4.990 0.205 1.085 0.40
H 5.653 -0.984 -1.434 0.31
H 7.127 -0.215 -0.904 0.50
H 6.386 1.720 -1.733 0.41
H 5.211 1.787 -0.450 0.43
H 4.873 0.495 -3.205 0.37
H 4.318 2.113 -2.790 0.41
H 2.406 0.791 -2.794 0.39
H 3.171 -0.577 -2.004 0.35
H 2.129 2.009 -0.807 0.74
H 3.300 1.038 0.086 -0.23
H 1.289 -0.774 -0.834 0.56
H 1.625 -0.306 0.821 0.17
H -0.765 0.039 0.088 -0.03
H -0.216 1.188 -1.106 0.54
H -1.100 2.313 0.900 0.32
H 0.555 2.739 0.591 0.50
H 0.071 2.361 3.003 0.48
H 1.450 1.505 2.346 0.47
H 0.574 -0.157 3.621 0.35
H -0.265 -0.547 2.142 0.37
H -1.367 1.079 4.485 0.31
H -1.665 -0.621 4.199 0.51
H -2.405 1.342 2.041 -0.52
H -3.460 1.189 3.441 0.56
H -3.346 -1.368 2.984 0.42
H -2.716 -0.971 1.396 0.23
H -5.326 -0.010 2.609 0.36
H -5.224 -1.466 1.693 0.00
H -6.313 -1.539 -1.445 0.56
H -7.280 -1.385 1.329 0.71
H -5.336 -2.798 0.197 0.43
H -6.428 -3.714 1.246 0.43
H -6.614 -3.745 -0.526 0.52
C 9.242 -5.223 1.492 -1.12
C 8.939 -4.451 0.231 0.80
O 7.929 -3.798 0.114 -0.49
C 9.962 -4.534 -0.876 -1.18
H 8.437 -5.085 2.209 0.27
H 9.351 -6.285 1.264 0.34
H 10.182 -4.878 1.926 0.34
H 10.095 -5.573 -1.185 0.35
H 10.927 -4.165 -0.523 0.35
H 9.633 -3.941 -1.725 0.27
C -8.960 3.629 -4.161 -0.84
C -9.212 4.291 -5.493 0.74
O -10.179 4.989 -5.691 -0.56
C -8.187 4.034 -6.574 -1.05
H -9.759 3.887 -3.470 0.31
H -8.928 2.545 -4.280 0.21
H -8.004 3.951 -3.745 0.28
H -8.115 2.964 -6.776 0.30
H -7.204 4.378 -6.246 0.31
H -8.472 4.558 -7.483 0.29
C -0.396 6.758 0.493 -1.21
C -0.592 5.776 1.622 0.93
O 0.229 4.926 1.876 -0.51
C -1.871 5.904 2.414 -1.19
H 0.553 6.564 -0.001 0.32
H -1.209 6.664 -0.229 0.32
H -0.406 7.779 0.878 0.37
H -2.732 5.782 1.755 0.30
H -1.935 6.894 2.868 0.41
H -1.897 5.144 3.192 0.26
```